No. 1
Density functional theory data (ωB97M-V/def2-TZVPD) for C31H47BCl3MnN2O6P2 as an isolated structure.

Values from the calculation:
- 2S+1 = 6
- calculated total energy (eV) = -136313.49822
- highest occupied orbital energy (alpha / beta) (Eh) = -0.08766 / -0.09090
- total charge = -1
- Kohn-Sham gap (alpha / beta) (Eh) = 0.173 / 0.176

Structure (XYZ):
```
93
Properties=species:S:1:pos:R:3:forces:R:3
Mn -0.987 0.031 -1.119 0.385 0.404 0.175
C -2.414 3.152 1.085 -0.710 0.519 -0.268
C -1.556 2.178 1.836 1.111 -0.580 -0.817
C -0.082 2.453 1.360 -0.443 0.393 -0.546
C -1.582 2.449 3.326 -0.939 0.065 0.850
P -1.934 0.399 1.364 0.220 -0.631 -0.235
C -1.007 -0.723 2.580 -1.675 1.368 0.954
N 0.352 -0.851 2.219 1.107 -0.685 -0.631
B 0.844 -1.243 0.884 0.231 0.681 1.676
N 2.195 -0.677 0.788 -2.235 -0.903 -0.077
C 2.840 -0.697 -0.474 0.841 0.860 -1.391
P 1.790 0.068 -1.856 0.346 0.128 -0.425
C 2.798 1.686 -2.217 -0.990 0.494 0.866
C 4.218 1.516 -2.724 0.670 0.814 -0.515
C 2.858 2.461 -0.856 0.681 0.425 -0.703
C 2.042 2.635 -3.191 -0.054 -0.203 0.353
C 2.126 -1.106 -3.340 -0.337 -0.443 0.554
C 1.228 -2.320 -3.238 -2.003 -0.447 1.412
C 1.736 -0.307 -4.579 2.191 1.627 1.591
C 3.544 -1.694 -3.339 0.482 1.002 -0.675
C 2.505 -0.113 2.000 1.636 0.660 1.051
C 3.679 0.572 2.439 -1.914 -1.265 -1.543
C 3.716 1.022 3.727 0.213 0.743 0.869
C 2.658 0.920 4.601 -1.083 -0.512 -0.149
C 1.515 0.245 4.163 -0.873 1.101 1.447
C 1.415 -0.268 2.919 0.590 -0.395 -2.542
C -3.714 -0.167 1.655 0.210 1.418 0.325
C -4.297 0.297 2.988 -0.350 0.070 0.421
C -3.826 -1.652 1.461 -0.636 -0.216 -0.094
C -4.606 0.465 0.596 0.028 0.776 0.190
H -2.142 4.137 1.415 0.225 0.727 0.322
H -3.451 3.042 1.322 -0.772 -0.046 0.266
H -2.351 3.216 0.003 0.333 -0.655 -0.145
H 0.107 3.475 1.749 0.264 -0.410 -0.422
H 0.110 2.431 0.231 -0.669 -0.015 1.679
H 0.592 1.776 1.865 0.396 -0.105 0.012
H -1.481 3.531 3.520 0.159 -0.307 -0.135
H -0.744 1.932 3.805 -0.282 0.102 0.129
H -2.557 2.159 3.811 1.035 0.104 -0.429
H -1.609 -1.617 2.591 0.387 -0.756 -0.400
H -1.174 -0.358 3.623 0.546 0.034 -0.679
H 3.125 -1.692 -0.839 -0.014 0.056 0.531
H 3.712 -0.039 -0.486 0.272 -0.421 0.267
H 4.867 1.121 -1.940 0.073 -0.392 -0.154
H 4.608 2.581 -2.864 -0.346 -1.331 -0.285
H 4.301 0.904 -3.672 0.039 0.922 1.103
H 3.271 1.954 0.008 0.062 -0.377 0.027
H 1.924 2.892 -0.570 -0.953 -0.145 0.095
H 3.468 3.368 -1.003 0.189 -0.332 -0.140
H 2.366 2.439 -4.195 0.183 0.121 -0.587
H 2.195 3.699 -2.954 0.365 -0.334 0.009
H 0.971 2.512 -3.187 -0.379 -0.253 0.176
H 0.160 -2.067 -3.411 0.469 0.006 0.346
H 1.287 -2.801 -2.229 -0.108 0.399 -0.630
H 1.420 -3.131 -3.931 0.611 0.111 -0.493
H 0.846 0.270 -4.415 -0.609 0.257 0.009
H 1.650 -0.862 -5.457 -0.172 -1.262 -1.363
H 2.589 0.397 -4.699 -0.735 -0.119 -0.488
H 3.541 -2.634 -2.824 0.042 -0.580 0.220
H 4.295 -1.068 -2.840 -0.085 -0.110 -0.384
H 3.837 -1.873 -4.391 0.095 0.016 0.458
H 4.462 0.857 1.757 0.237 -0.327 -0.155
H 4.587 1.557 4.000 0.759 0.540 0.472
H 2.535 1.405 5.566 0.757 -0.055 -0.120
H 0.618 0.342 4.774 0.152 -0.452 0.087
H -3.774 -0.022 3.891 0.290 -0.108 -0.108
H -5.336 -0.084 3.102 0.489 0.242 -0.213
H -4.324 1.392 2.987 -0.207 -0.140 0.169
H -3.381 -2.218 2.284 -0.068 -0.192 -0.390
H -3.436 -1.909 0.466 0.038 -0.316 0.499
H -4.922 -1.839 1.452 0.571 -0.260 0.045
H -4.602 1.571 0.610 0.222 -0.582 -0.280
H -5.602 0.184 0.892 -0.717 -0.189 -0.153
H -4.403 0.060 -0.382 0.147 0.137 -0.499
Cl -2.996 -6.527 1.437 -0.057 0.216 -0.386
C -2.017 -5.247 0.655 -0.562 -0.771 0.185
C -0.654 -5.299 0.997 -0.454 1.771 -0.154
C -0.073 -4.029 0.802 0.254 -0.907 -0.699
Cl 1.523 -3.867 1.472 0.526 0.285 0.143
C -0.593 -3.046 0.015 -0.056 0.691 0.260
O 0.148 -1.826 -0.140 -0.090 -0.060 -0.312
C -1.851 -3.235 -0.718 0.683 -0.537 1.077
C -2.374 -2.486 -1.684 -1.251 1.725 -1.474
O -1.994 -1.226 -2.048 0.142 -0.651 -0.382
C -2.634 -4.295 -0.103 -0.989 -1.347 0.022
H -0.183 -5.956 1.683 -0.079 -0.643 0.335
H -3.336 -2.743 -2.181 0.597 -0.279 0.598
H -3.741 -4.378 -0.311 1.425 0.193 0.338
O -1.991 3.904 -2.892 -0.001 1.210 0.034
Cl -1.907 2.496 -2.922 0.291 -0.246 1.061
O -1.409 2.056 -4.177 0.666 -0.437 -0.218
O -3.130 1.880 -2.602 -1.543 -0.514 -0.079
O -0.998 2.102 -1.782 0.507 -0.167 -0.739
```
Positions in Å, forces in eV/Å.


No. 2
Density functional theory data (ωB97M-V/def2-TZVPD) for C37H32N2O2P2S3Tc as an isolated structure.

Values from the calculation:
- 2S+1 = 4
- calculated total energy (eV) = -99249.60380
- highest occupied orbital energy (alpha / beta) (Eh) = -0.03104 / -0.05176
- total charge = -2
- Kohn-Sham gap (alpha / beta) (Eh) = 0.197 / 0.218

Structure (XYZ):
```
79
Properties=species:S:1:pos:R:3:forces:R:3
Tc -0.402 1.298 1.245 -0.092 -0.549 0.027
C 1.937 1.489 4.847 -0.022 0.020 -0.006
C 1.029 2.001 3.759 -0.029 -0.060 -0.031
O 0.837 1.147 2.821 0.027 0.044 0.036
C 0.506 3.277 3.826 0.020 -0.016 -0.021
C -0.293 3.920 2.835 0.010 -0.018 0.076
C -0.627 5.374 3.028 -0.012 0.008 -0.010
N -0.716 3.302 1.771 -0.076 0.231 -0.073
N -1.424 4.065 0.838 0.106 -0.150 0.095
C -1.683 3.337 -0.206 -0.003 0.099 -0.174
O -1.363 2.094 -0.359 -0.126 0.029 0.029
C -2.375 3.987 -1.358 -0.021 -0.121 0.122
C -2.792 5.314 -1.308 0.000 0.008 -0.009
C -3.429 5.885 -2.398 -0.005 0.001 -0.013
C -3.654 5.136 -3.549 -0.015 0.024 -0.004
C -3.239 3.813 -3.599 0.023 -0.013 0.039
C -2.603 3.240 -2.507 -0.044 0.042 -0.057
H 2.818 1.047 4.379 0.013 0.000 -0.003
H 1.423 0.693 5.390 -0.005 -0.021 -0.003
H 2.229 2.276 5.542 0.000 -0.002 0.007
H 0.784 3.875 4.683 0.000 -0.001 0.000
H -0.263 5.719 3.995 0.000 0.014 0.002
H -1.704 5.525 2.959 -0.003 -0.012 0.004
H -0.179 5.972 2.233 0.006 -0.010 -0.004
H -2.605 5.882 -0.406 0.002 -0.004 0.004
H -3.750 6.920 -2.353 -0.004 0.004 -0.006
H -4.149 5.586 -4.402 -0.002 0.003 -0.002
H -3.406 3.219 -4.490 -0.003 0.000 -0.012
H -2.270 2.213 -2.527 0.028 -0.062 -0.021
S 3.452 -0.952 1.546 -0.081 -0.021 -0.087
P 1.552 -1.419 1.114 0.053 -0.130 -0.015
C 0.497 -0.379 0.244 0.097 0.195 0.152
P 0.851 0.028 -1.391 0.065 0.000 -0.053
S 1.648 1.800 -1.855 -0.063 -0.022 0.119
C 1.919 -1.229 -2.223 0.067 0.131 -0.013
C 3.296 -1.137 -2.015 -0.013 0.012 0.022
C 4.162 -2.038 -2.610 0.034 -0.058 -0.032
C 3.674 -3.034 -3.446 0.013 0.045 0.030
C 2.310 -3.121 -3.675 -0.033 -0.017 -0.003
C 1.440 -2.226 -3.065 -0.053 -0.109 0.071
C -0.715 -0.165 -2.338 0.014 0.026 -0.050
C -0.759 0.187 -3.686 0.034 -0.017 0.007
C -1.920 0.011 -4.422 -0.023 0.020 0.008
C -3.064 -0.489 -3.807 0.018 0.012 -0.005
C -3.033 -0.809 -2.458 -0.012 -0.001 0.016
C -1.860 -0.658 -1.727 -0.020 0.048 0.014
C 0.722 -1.959 2.666 0.033 0.053 -0.001
C 1.432 -2.043 3.856 0.021 0.021 0.010
C 0.829 -2.537 5.005 -0.036 0.004 -0.012
C -0.494 -2.960 4.968 0.018 0.001 -0.004
C -1.207 -2.879 3.781 -0.011 0.015 0.007
C -0.603 -2.377 2.638 -0.033 0.043 -0.003
C 1.536 -3.094 0.306 0.035 -0.001 0.045
C 2.613 -3.965 0.423 0.044 0.067 -0.034
C 2.541 -5.254 -0.089 -0.017 -0.037 -0.033
C 1.386 -5.692 -0.724 0.024 0.011 0.009
C 0.307 -4.827 -0.850 0.005 0.021 0.003
C 0.387 -3.539 -0.340 -0.077 -0.028 0.021
H 3.683 -0.359 -1.372 -0.030 0.036 0.024
H 5.225 -1.963 -2.412 0.000 -0.005 -0.007
H 4.353 -3.740 -3.911 -0.003 -0.005 -0.002
H 1.913 -3.898 -4.320 -0.001 -0.001 0.008
H 0.375 -2.330 -3.231 0.002 0.035 -0.011
H 0.127 0.615 -4.140 0.002 -0.004 -0.010
H -1.941 0.282 -5.472 -0.005 0.002 -0.010
H -3.980 -0.607 -4.374 -0.010 -0.005 -0.008
H -3.928 -1.165 -1.961 -0.008 -0.003 0.001
H -1.833 -0.868 -0.662 -0.003 -0.018 -0.002
H 2.462 -1.710 3.863 -0.001 0.004 -0.001
H 1.392 -2.587 5.931 0.004 -0.005 0.010
H -0.971 -3.340 5.865 -0.003 -0.006 0.008
H -2.248 -3.176 3.748 -0.014 -0.007 0.001
H -1.172 -2.276 1.724 -0.022 0.018 0.003
H 3.513 -3.606 0.910 -0.016 0.002 0.003
H 3.393 -5.918 0.005 0.009 -0.008 -0.006
H 1.331 -6.696 -1.128 0.005 -0.012 0.000
H -0.594 -5.149 -1.358 -0.012 -0.008 0.000
H -0.447 -2.854 -0.452 0.018 0.003 -0.020
S -2.190 0.497 2.227 0.214 0.219 -0.164
```
Positions in Å, forces in eV/Å.


No. 3
Density functional theory data (ωB97M-V/def2-TZVPD) for C14H17NO as an isolated structure.

Values from the calculation:
- calculated total energy (eV) = -18323.87984
- highest occupied orbital energy (Eh) = -0.29445
- Kohn-Sham gap (Eh) = 0.310

Structure (XYZ):
```
33
Properties=species:S:1:pos:R:3:forces:R:3
C 2.241 -0.886 2.385 0.145 0.274 0.766
C 2.495 -2.251 0.475 -1.796 2.377 0.363
C 2.873 -1.069 -0.493 0.343 -0.577 -1.283
C 1.907 0.082 -0.561 0.090 1.059 -2.152
C -0.507 0.482 -1.465 3.591 0.087 -1.674
C -0.712 1.016 -2.772 4.238 -0.940 1.710
C -1.767 1.865 -3.020 -0.855 1.001 -0.010
C -2.728 1.988 -2.017 0.120 1.597 -0.704
C -2.470 1.395 -0.755 -3.437 1.341 1.459
C -3.479 1.556 0.299 -0.538 0.253 0.205
C -3.492 0.915 1.519 5.899 -1.948 -4.423
C -2.369 -0.076 1.717 0.180 1.576 -0.909
C -1.310 -0.111 0.772 -1.318 -2.530 2.589
C -1.341 0.678 -0.417 -1.306 -1.185 0.280
H 3.281 -0.101 1.946 -3.565 -1.653 2.352
H 1.108 -0.341 1.751 3.480 -2.280 2.298
H 1.905 -1.265 3.680 1.376 2.447 -3.835
H 2.386 -3.057 2.504 1.136 2.643 -2.177
H 2.923 -3.025 0.009 1.760 -3.461 -1.207
H 1.402 -2.353 0.280 0.393 -0.043 0.510
H 4.014 -0.736 -0.421 -2.593 -0.542 -0.191
H 2.599 -1.360 -1.632 1.404 -0.538 2.439
H 1.611 0.559 0.279 -0.085 1.614 2.989
H 2.416 0.765 -1.217 0.141 0.908 -0.312
H 0.315 0.924 -3.303 -2.328 0.240 0.025
H -1.798 2.577 -3.879 -0.040 -1.170 0.485
H -3.561 2.761 -2.233 1.211 -1.665 0.895
H -4.285 2.250 0.042 0.117 -0.219 0.199
H -4.135 1.022 2.259 -3.182 0.707 2.940
H -2.404 -0.700 2.653 0.288 0.529 -1.342
H -0.621 -1.050 0.852 -0.956 2.309 -0.263
N 2.845 -2.196 1.934 -2.883 -0.316 -0.151
O 0.659 -0.259 -1.171 -1.032 -1.896 -1.873
```
Positions in Å, forces in eV/Å.


No. 4
Density functional theory data (ωB97M-V/def2-TZVPD) for one molecule with the formula C10H12FNO2.

Values from the calculation:
- SMILES = C[C@@H]([N+](=O)[O-])[C@@](C)(F)c1ccccc1
- calculated total energy (eV) = -18863.19752
- highest occupied orbital energy (Eh) = -0.35548
- Kohn-Sham gap (Eh) = 0.375

Structure (XYZ):
```
26
Properties=species:S:1:pos:R:3:forces:R:3
C 1.696 -0.850 1.312 3.422 -0.304 -1.572
C 1.675 -0.080 -0.023 -0.016 -2.980 0.984
N 2.837 -0.445 -0.893 0.224 0.812 1.229
O 3.166 0.471 -1.593 0.928 0.975 -1.414
O 3.407 -1.507 -0.830 -0.420 -0.446 0.193
C 0.394 -0.441 -0.802 2.544 0.388 1.173
C 0.513 -0.028 -2.259 -1.236 -1.281 -1.790
F 0.451 -1.824 -0.775 -1.184 -0.740 -0.439
C -0.715 0.112 0.094 -0.148 -0.205 -2.025
C -0.939 1.508 0.183 -1.168 -3.898 1.194
C -2.011 1.927 0.878 -1.923 1.036 1.271
C -2.930 1.002 1.526 -0.283 0.840 -0.730
C -2.753 -0.348 1.295 -0.350 -0.793 -0.072
C -1.600 -0.806 0.588 -1.018 -0.612 0.346
H 1.656 -1.872 1.062 -0.685 -1.332 -0.217
H 0.867 -0.530 1.805 -2.054 0.627 2.003
H 2.646 -0.877 1.906 -0.777 1.102 -0.506
H 1.604 0.937 0.134 0.831 2.248 0.003
H 0.904 -0.924 -2.912 -0.699 1.648 1.493
H 1.109 0.843 -2.551 -0.210 -0.165 0.673
H -0.535 0.142 -2.539 0.252 0.040 -0.589
H -0.417 2.192 -0.339 2.098 2.048 -1.685
H -2.115 3.035 0.780 -0.670 -1.007 0.835
H -3.892 1.273 2.056 1.503 0.219 -0.739
H -3.613 -1.036 1.575 1.538 0.700 -0.183
H -1.406 -1.875 0.323 -0.499 1.079 0.566
```
Positions in Å, forces in eV/Å.


> Among the records above, which one has the lowest calculated total energy?

C31H47BCl3MnN2O6P2